1.
{
  "formula": "C4H4O3",
  "method": "the ωB97M-V functional and the def2-TZVPD basis",
  "species": ["C", "C", "O", "C", "O", "C", "O", "H", "H", "H", "H"],
  "positions_angstrom": [[-1.56322, 0.33233, -0.45703], [-0.47658, -0.68375, -0.26176], [-0.41088, -1.74532, -0.83893], [0.65213, -0.40333, 0.73952], [0.57045, -0.68669, 1.91027], [1.92792, 0.23341, 0.19221], [1.86597, 1.08877, -0.65493], [-1.86427, 0.78454, 0.49209], [-2.42237, -0.13422, -0.94314], [-1.17890, 1.13007, -1.10361], [2.87469, -0.08721, 0.66304]],
  "forces_ev_per_angstrom": [[-0.1, 0.0, 0.0], [-0.1, -0.3, -0.2], [0.0, 0.5, 0.2], [0.0, -0.2, 0.4], [0.0, 0.1, -0.5], [0.1, 0.4, -0.3], [0.0, -0.4, 0.3], [0.1, -0.1, -0.1], [0.1, 0.0, 0.1], [0.0, -0.1, 0.1], [-0.1, 0.0, 0.0]],
  "homo_ha": -0.36056,
  "max_force_ev_per_a": 0.54,
  "gap_ev": 9.0701,
  "charge": 0,
  "smiles": "CC(=O)C(=O)C=O",
  "de_lowest_kj_mol": 128.5
}

***

2.
{
  "formula": "C10H10BBrO2",
  "method": "the ωB97M-V functional and the def2-TZVPD basis",
  "species": ["B", "C", "C", "C", "C", "C", "C", "C", "C", "C", "C", "O", "O", "Br", "H", "H", "H", "H", "H", "H", "H", "H", "H", "H"],
  "positions_angstrom": [[-1.22679, 2.08904, 0.01427], [-0.15584, -2.94102, 1.21459], [-1.00131, -2.05345, 1.83617], [0.69029, -2.56178, 0.22402], [-1.03134, -0.76318, 1.37002], [0.76526, -1.21195, -0.19592], [-0.13515, -0.26925, 0.39234], [1.92474, -0.84124, -0.96331], [1.99034, 0.34752, -1.60315], [0.86610, 1.24749, -1.87162], [-0.03438, 1.19723, 0.29438], [-1.35683, 3.28895, 0.61462], [-2.28773, 1.56496, -0.72284], [1.25539, 2.02977, 1.54202], [-0.08345, -3.99055, 1.56079], [-1.34500, -2.51975, 2.77131], [1.03630, -3.37603, -0.43765], [-1.65686, 0.03643, 1.82318], [2.82863, -1.38605, -0.96117], [2.94630, 0.61826, -2.01305], [0.94853, 2.28092, -1.95729], [-0.04994, 0.94329, -2.35812], [-2.02851, 3.90689, 0.30741], [-2.85875, 2.36351, -0.88102]],
  "forces_ev_per_angstrom": [[-1.2, -0.9, -0.2], [0.3, -1.6, 0.4], [0.6, -1.0, 1.0], [-0.7, 0.1, -2.1], [-0.2, 1.8, 0.5], [-0.3, -0.6, 1.0], [0.5, -1.5, 0.8], [-0.8, 2.5, -1.1], [-0.4, -0.2, -0.7], [-1.4, -1.3, 3.5], [2.1, 0.2, -2.5], [0.4, 1.4, 0.2], [-0.3, 1.7, -0.4], [-0.5, -0.7, -0.6], [-0.3, 0.7, -0.2], [-1.0, 1.2, -0.4], [0.8, 0.7, 0.6], [0.3, -0.9, -0.1], [0.6, -0.9, 0.4], [0.3, 0.3, -0.1], [0.9, 1.6, -0.3], [0.0, -0.7, 0.1], [0.0, -0.2, 0.1], [0.3, -1.5, 0.0]],
  "homo_ha": [-0.28653, -0.28661],
  "max_force_ev_per_a": 4.04,
  "gap_ev": [7.3471, 7.3496],
  "charge": 0,
  "smiles": "C=C/C=c1/cccc/c1=C(/Br)B(O)O",
  "de_lowest_kj_mol": 237.2
}

***

3.
{
  "formula": "C5H5O4",
  "method": "the ωB97M-V functional and the def2-TZVPD basis",
  "species": ["C", "C", "C", "C", "C", "O", "O", "O", "O", "H", "H", "H", "H", "H"],
  "positions_angstrom": [[2.22291, -0.56320, -0.81007], [3.56622, -0.18160, -0.60419], [1.45629, 0.08625, 0.14376], [-0.25837, -0.26491, 0.31807], [-2.26358, 0.62405, -0.44415], [-0.55360, -1.20856, 0.93705], [3.57298, 0.61060, 0.48094], [2.22350, 0.73434, 0.90847], [-0.85956, 0.68260, -0.36764], [1.93307, -1.18591, -1.54567], [4.51061, -0.60929, -1.07266], [-2.64457, 1.43885, -0.99883], [-2.64199, 0.87092, 0.56711], [-2.81452, -0.28139, -0.92198]],
  "forces_ev_per_angstrom": [[2.7, 1.8, 1.0], [-2.2, -0.9, 1.0], [-1.6, -2.2, -1.7], [2.2, 1.8, -0.3], [-3.4, -0.9, 0.9], [-0.3, -0.1, -0.1], [0.7, -0.5, -0.9], [0.6, 1.7, 1.8], [1.5, -1.1, -0.2], [-1.2, -1.9, -2.3], [-1.1, 1.2, 0.9], [0.4, 1.1, -1.0], [0.0, -0.8, -0.4], [1.8, 1.0, 1.1]],
  "homo_ha": -0.59180,
  "max_force_ev_per_a": 3.61,
  "gap_ev": 10.4765,
  "charge": 1,
  "de_lowest_kj_mol": 273.8
}

***

4.
{
  "formula": "C5H14",
  "method": "the ωB97M-V functional and the def2-TZVPD basis",
  "species": ["C", "C", "H", "H", "H", "H", "H", "H", "C", "C", "C", "H", "H", "H", "H", "H", "H", "H", "H"],
  "positions_angstrom": [[2.05435, 1.34842, -1.76579], [1.82034, -0.07590, -1.06693], [1.90109, 1.22203, -2.71525], [1.16734, 1.94626, -1.44250], [3.06691, 1.75893, -1.51926], [0.77140, -0.32314, -0.84473], [2.34428, -0.27766, -0.05084], [2.04770, -0.86795, -1.74281], [-0.88525, -0.68498, 0.65882], [-1.81421, -1.61709, 1.41345], [-1.21181, 0.87359, 0.91143], [0.20226, -0.89360, 0.76261], [-1.19937, -0.70609, -0.47366], [-2.04734, -2.47665, 0.90535], [-2.71294, -0.90510, 1.59404], [-0.62845, 1.24568, 1.77890], [-0.95025, 1.37177, 0.05294], [-1.66616, -2.03224, 2.39570], [-2.25991, 1.09371, 1.14853]],
  "forces_ev_per_angstrom": [[-0.3, -0.7, 6.8], [0.2, 0.5, 1.3], [-0.3, -0.7, -5.6], [1.2, 0.3, 0.1], [-1.2, -0.1, -0.3], [0.5, 0.9, -0.4], [-0.5, 0.6, -1.8], [0.9, -0.6, -0.5], [-0.8, 1.6, -1.5], [-1.8, 3.3, 1.4], [0.6, -2.3, 2.8], [-1.0, 0.1, 0.0], [0.9, -0.8, 2.0], [-1.0, -1.8, -1.8], [0.7, -1.9, -0.5], [-0.2, 0.0, -0.5], [0.7, 1.5, -1.9], [1.2, 0.5, 0.7], [0.1, -0.4, -0.2]],
  "homo_ha": -0.40148,
  "max_force_ev_per_a": 6.80,
  "gap_ev": 12.0753,
  "charge": 0,
  "smiles": "CCC.CC",
  "de_lowest_kj_mol": 183.7
}

***

5.
{
  "formula": "C20H36IrN6O2S2Se2",
  "method": "the ωB97M-V functional and the def2-TZVPD basis",
  "species": ["Ir", "C", "Se", "C", "C", "Se", "C", "H", "H", "H", "H", "H", "H", "H", "H", "H", "H", "C", "C", "N", "N", "C", "S", "N", "N", "H", "H", "H", "H", "H", "H", "C", "S", "O", "C", "C", "C", "C", "C", "C", "H", "H", "H", "H", "H", "H", "H", "H", "C", "N", "C", "C", "C", "N", "C", "C", "O", "H", "H", "H", "H", "H", "H", "H", "H", "H", "H", "H", "H"],
  "positions_angstrom": [[0.59530, -0.46947, -0.21763], [1.17638, -3.82208, -0.87701], [2.25722, -2.23936, -0.59163], [3.06101, -2.90820, 1.08896], [4.34963, -2.27893, 1.56880], [4.19646, -0.54872, 2.46390], [5.99758, -0.57048, 3.19644], [0.55191, -4.00270, -0.00560], [1.86226, -4.64987, -1.04143], [0.57247, -3.65718, -1.76306], [3.27240, -3.93492, 0.78366], [2.28320, -2.93935, 1.85198], [5.09180, -2.22100, 0.77337], [4.73361, -2.96353, 2.32783], [6.72005, -0.69208, 2.39421], [6.08957, -1.37013, 3.92590], [6.15182, 0.38670, 3.68741], [-3.03426, 3.01857, 1.33488], [-2.15152, 2.06620, 2.04374], [-2.09226, 1.86188, 3.31679], [-1.13728, 0.90078, 3.49698], [-0.59857, 0.49657, 2.35922], [0.62258, -0.66437, 2.03856], [-1.22986, 1.22511, 1.41465], [-0.89771, 1.12134, 0.05099], [-3.72996, 3.44522, 2.05357], [-3.60823, 2.52247, 0.55027], [-2.45235, 3.82595, 0.88689], [-0.91986, 0.58771, 4.43465], [-0.52529, 2.02498, -0.26260], [-1.74789, 0.91855, -0.47526], [4.11197, 2.45495, -0.00428], [2.54846, 2.04950, 0.73986], [2.25867, 0.67689, 0.05970], [1.46946, 3.22398, -0.03647], [0.76728, 4.07867, 0.80848], [-0.08714, 5.02550, 0.25189], [-0.24319, 5.09150, -1.12583], [0.45775, 4.22287, -1.96281], [1.32721, 3.28886, -1.42321], [4.02198, 2.43876, -1.08803], [4.81673, 1.70626, 0.35206], [4.39082, 3.44619, 0.35509], [0.91353, 4.02962, 1.88166], [-0.60837, 5.72419, 0.89318], [-0.89743, 5.83726, -1.55758], [0.34801, 4.30071, -3.03624], [1.89567, 2.63140, -2.07036], [-2.40598, -2.45831, 0.87534], [-2.86942, -2.13585, -0.46800], [-4.28295, -2.46628, -0.73765], [-4.43391, -3.01317, -2.13952], [-3.83618, -2.03106, -3.11900], [-2.47490, -1.64615, -2.70623], [-1.61167, -1.20233, -3.80020], [-2.04195, -1.76738, -1.45203], [-0.78464, -1.53174, -1.22738], [-2.48411, -3.53264, 1.05091], [-3.03574, -1.95067, 1.60764], [-1.37341, -2.16003, 1.01282], [-4.89945, -1.57728, -0.58396], [-4.58182, -3.20850, 0.00034], [-5.48679, -3.16860, -2.36819], [-3.93344, -3.98023, -2.21755], [-4.44676, -1.12832, -3.20035], [-3.75942, -2.46785, -4.11368], [-1.36147, -2.04577, -4.44409], [-0.69670, -0.76095, -3.42368], [-2.15086, -0.46362, -4.39205]],
  "forces_ev_per_angstrom": [[-0.2, 0.1, 0.3], [0.0, 0.0, 0.0], [0.0, 0.1, 0.1], [-0.1, -0.1, 0.0], [0.1, 0.0, 0.0], [0.0, 0.0, 0.0], [0.0, 0.0, 0.0], [0.0, 0.0, 0.0], [0.0, 0.0, 0.0], [0.0, 0.0, 0.0], [0.0, 0.0, 0.0], [0.0, 0.0, 0.0], [0.0, 0.0, 0.0], [0.1, 0.0, 0.0], [0.0, 0.0, 0.0], [0.0, 0.0, 0.0], [0.0, 0.0, 0.0], [0.0, 0.0, 0.0], [0.0, 0.0, 0.0], [0.0, 0.0, 0.0], [0.0, 0.0, 0.0], [0.0, 0.0, 0.0], [-0.1, 0.0, 0.0], [0.0, 0.0, 0.0], [0.1, 0.0, 0.0], [0.0, 0.0, 0.0], [0.0, 0.0, 0.0], [0.0, 0.0, 0.0], [0.0, 0.0, 0.0], [0.0, 0.0, 0.0], [0.0, 0.0, 0.0], [0.0, -0.1, 0.0], [-0.1, 0.0, 0.3], [0.2, 0.1, -0.6], [0.0, 0.0, 0.0], [0.0, 0.0, 0.0], [0.0, 0.0, 0.0], [0.0, 0.0, 0.0], [0.0, 0.0, 0.0], [0.0, 0.0, 0.0], [0.0, 0.0, 0.0], [0.0, 0.0, 0.0], [0.0, 0.0, 0.0], [0.0, 0.0, 0.0], [0.0, 0.0, 0.0], [0.0, 0.0, 0.0], [0.0, 0.0, 0.0], [0.0, 0.0, 0.0], [0.0, 0.0, 0.0], [0.0, 0.1, 0.0], [0.0, 0.0, 0.0], [0.0, 0.0, 0.0], [0.0, 0.0, 0.0], [0.0, 0.0, 0.0], [0.0, 0.0, 0.0], [-0.1, 0.1, -0.1], [0.2, -0.2, 0.1], [0.0, 0.0, 0.0], [0.0, 0.0, 0.0], [0.0, 0.0, 0.0], [0.0, 0.0, 0.0], [0.0, 0.0, 0.0], [0.0, 0.0, 0.0], [0.0, 0.0, 0.0], [0.0, 0.0, 0.0], [0.0, 0.0, 0.0], [0.0, 0.0, 0.0], [0.0, 0.0, 0.0], [0.0, 0.0, 0.0]],
  "homo_ha": -0.57222,
  "max_force_ev_per_a": 0.63,
  "gap_ev": 5.5906,
  "charge": 3,
  "de_lowest_kj_mol": 220.3
}

***

6.
{
  "formula": "C2H3NOS2",
  "method": "the ωB97M-V functional and the def2-TZVPD basis",
  "species": ["C", "C", "H", "H", "H", "N", "O", "S", "S"],
  "positions_angstrom": [[1.03264, -0.64011, -0.02350], [-1.51486, -0.33624, -0.13699], [1.25615, 2.00666, 0.55563], [0.74908, -1.59515, 0.13246], [-2.21476, 0.42052, 0.10832], [-0.11208, 0.07609, 0.10532], [-1.73645, -1.44889, -0.28525], [-0.07582, 1.85824, -0.23748], [2.61611, -0.34110, -0.21852]],
  "forces_ev_per_angstrom": [[-0.2, 1.2, 0.0], [3.9, 1.6, 2.2], [-2.8, -0.2, -1.7], [-0.7, -3.6, 0.3], [-0.7, 1.3, -0.2], [-0.7, 4.2, -1.5], [-1.7, -4.6, -1.3], [3.3, -0.8, 2.2], [-0.4, 0.8, 0.0]],
  "homo_ha": -0.33170,
  "max_force_ev_per_a": 5.05,
  "gap_ev": 8.5924,
  "charge": 0,
  "smiles": "O=CN(S)C=S",
  "de_lowest_kj_mol": 227.3
}